1.
Here is 12 unconnected molecules or ions with the total composition C51H77N5O31S5 from the OMol25 dataset. Energies are from ωB97M-V/def2-TZVPD.

Positions of all 169 atoms, in Å:
O (-2.016, -1.110, 4.132)
N (-2.242, 0.080, 4.251)
O (-3.365, 0.483, 4.470)
C (-1.147, 0.985, 3.956)
C (-1.336, 2.320, 3.581)
C (-0.297, 3.033, 2.994)
C (1.001, 2.528, 2.992)
C (1.190, 1.224, 3.407)
C (0.138, 0.468, 3.867)
H (-2.313, 2.757, 3.757)
H (-0.423, 4.060, 2.675)
H (1.812, 3.181, 2.697)
H (2.176, 0.785, 3.352)
H (0.340, -0.568, 4.113)
O (-4.113, 8.565, -1.393)
N (-4.287, 7.443, -0.966)
O (-5.389, 6.950, -0.791)
C (-3.114, 6.746, -0.454)
C (-3.179, 5.411, -0.089)
C (-2.044, 4.703, 0.297)
C (-0.871, 5.420, 0.391)
C (-0.740, 6.746, -0.018)
C (-1.895, 7.390, -0.430)
H (-4.137, 4.924, -0.189)
H (-2.062, 3.658, 0.564)
H (0.054, 4.853, 0.491)
H (0.196, 7.278, -0.090)
H (-1.718, 8.380, -0.832)
O (5.336, -3.115, 1.605)
N (5.119, -3.064, 0.420)
O (5.258, -2.070, -0.250)
C (4.810, -4.331, -0.221)
C (4.342, -5.413, 0.514)
C (4.053, -6.603, -0.108)
C (4.276, -6.767, -1.465)
C (4.671, -5.667, -2.232)
C (4.959, -4.478, -1.581)
H (4.312, -5.357, 1.594)
H (3.563, -7.383, 0.460)
H (4.070, -7.671, -2.023)
H (4.720, -5.856, -3.293)
H (5.267, -3.647, -2.206)
O (-0.245, -5.081, -4.190)
N (-0.066, -4.004, -3.677)
O (-0.914, -3.381, -3.067)
C (1.195, -3.321, -3.906)
C (1.343, -1.955, -3.739)
C (2.508, -1.334, -4.107)
C (3.619, -2.080, -4.463)
C (3.500, -3.465, -4.534)
C (2.289, -4.081, -4.312)
H (0.488, -1.444, -3.308)
H (2.741, -0.281, -3.984)
H (4.595, -1.626, -4.574)
H (4.401, -3.997, -4.815)
H (2.140, -5.141, -4.466)
O (-2.860, 1.134, -3.198)
N (-2.921, 0.468, -4.208)
O (-2.382, -0.615, -4.329)
C (-3.527, 0.939, -5.437)
C (-3.194, 0.387, -6.666)
C (-3.783, 0.906, -7.812)
C (-4.620, 2.004, -7.739)
C (-5.013, 2.527, -6.514)
C (-4.474, 1.950, -5.383)
H (-2.295, -0.205, -6.776)
H (-3.563, 0.415, -8.751)
H (-5.032, 2.391, -8.664)
H (-5.678, 3.377, -6.487)
H (-4.744, 2.270, -4.381)
C (3.537, 5.248, -6.479)
C (2.886, 3.918, -6.111)
O (2.352, 3.992, -4.782)
S (1.958, 2.576, -4.139)
C (0.854, 3.142, -2.865)
O (1.244, 1.797, -5.100)
O (3.154, 2.088, -3.525)
H (4.205, 5.619, -5.703)
H (2.815, 6.066, -6.579)
H (3.972, 5.081, -7.464)
H (2.147, 3.680, -6.874)
H (3.742, 3.237, -6.117)
H (0.271, 2.277, -2.549)
H (0.052, 3.706, -3.346)
H (1.346, 3.653, -2.050)
C (2.268, -0.701, -0.754)
C (1.780, -0.035, 0.518)
O (0.362, -0.196, 0.722)
S (-0.598, 0.496, -0.348)
C (-2.177, 0.084, 0.386)
O (-0.422, 1.911, -0.146)
O (-0.511, -0.026, -1.671)
H (3.351, -0.577, -0.808)
H (1.831, -0.173, -1.597)
H (2.143, -1.778, -0.879)
H (2.295, -0.586, 1.312)
H (2.157, 0.976, 0.663)
H (-2.934, 0.562, -0.232)
H (-2.145, 0.516, 1.382)
H (-2.407, -0.978, 0.433)
C (1.348, -1.170, 7.904)
C (2.373, -0.959, 6.808)
O (2.475, -2.204, 6.078)
S (3.503, -2.278, 4.863)
C (3.080, -3.901, 4.300)
O (3.112, -1.318, 3.875)
O (4.824, -2.311, 5.407)
H (1.718, -1.858, 8.665)
H (0.517, -1.702, 7.432)
H (1.007, -0.257, 8.383)
H (2.063, -0.190, 6.094)
H (3.343, -0.689, 7.238)
H (2.050, -3.777, 3.958)
H (2.949, -4.528, 5.179)
H (3.824, -4.205, 3.577)
C (6.297, 0.484, 3.846)
C (6.297, 0.617, 2.330)
O (5.949, 1.950, 1.942)
S (5.696, 2.181, 0.377)
C (7.318, 1.862, -0.288)
O (4.755, 1.265, -0.178)
O (5.526, 3.591, 0.233)
H (6.531, -0.497, 4.251)
H (5.349, 0.863, 4.232)
H (7.111, 1.095, 4.254)
H (7.347, 0.445, 2.077)
H (5.626, -0.142, 1.930)
H (8.063, 2.500, 0.174)
H (7.308, 2.019, -1.365)
H (7.560, 0.807, -0.156)
C (-8.617, 4.457, 2.594)
C (-8.134, 3.327, 1.686)
O (-6.701, 3.260, 1.810)
S (-6.086, 2.036, 2.639)
C (-6.377, 2.468, 4.351)
O (-6.891, 0.896, 2.319)
O (-4.681, 1.936, 2.423)
H (-8.543, 4.071, 3.614)
H (-9.633, 4.800, 2.428)
H (-7.873, 5.239, 2.490)
H (-8.552, 2.330, 1.837)
H (-8.477, 3.518, 0.664)
H (-5.766, 3.329, 4.599)
H (-6.131, 1.581, 4.935)
H (-7.435, 2.623, 4.550)
C (-0.379, -3.993, 0.989)
O (-0.082, -4.381, 2.320)
C (-0.663, -5.393, 2.954)
O (-1.459, -6.189, 2.555)
O (-0.063, -5.396, 4.152)
C (-0.257, -6.497, 4.992)
H (-0.774, -4.827, 0.409)
H (0.559, -3.683, 0.536)
H (-1.085, -3.167, 0.950)
H (0.059, -6.238, 6.002)
H (0.306, -7.358, 4.632)
H (-1.270, -6.860, 5.191)
C (-3.989, -5.232, 0.075)
O (-3.853, -4.024, -0.698)
C (-4.926, -3.356, -1.081)
O (-6.059, -3.709, -0.983)
O (-4.549, -2.110, -1.366)
C (-5.469, -1.213, -1.944)
H (-2.942, -5.454, 0.238)
H (-4.389, -5.988, -0.607)
H (-4.650, -5.169, 0.933)
H (-5.126, -0.194, -1.792)
H (-6.473, -1.349, -1.551)
H (-5.500, -1.386, -3.022)

Summary:
* SMILES: O=[N+]([O-])c1ccccc1.O=[N+]([O-])c1ccccc1.O=[N+]([O-])c1ccccc1.O=[N+]([O-])c1ccccc1.O=[N+]([O-])c1ccccc1.CCOS(C)(=O)=O.CCOS(C)(=O)=O.CCOS(C)(=O)=O.CCOS(C)(=O)=O.CCOS(C)(=O)=O.COC(=O)OC.COC(=O)OC
* calculated total energy: -179217.50765 eV
* highest occupied orbital energy: -9.57 eV
* molar mass: 1416.516 g/mol
* HOMO-LUMO gap: 8.87 eV

Löwdin population analysis, charges in e, atoms 1 to 99: 0.072, -0.347, 0.069, -0.148, 0.009, -0.063, -0.046, -0.085, -0.011, 0.114, 0.090, 0.118, 0.088, 0.119, 0.076, -0.354, 0.072, -0.153, 0.013, -0.050, -0.089, -0.052, -0.017, 0.117, 0.092, 0.105, 0.109, 0.119, 0.082, -0.342, 0.091, -0.142, -0.004, -0.067, -0.056, -0.064, -0.004, 0.106, 0.111, 0.110, 0.101, 0.115, 0.082, -0.358, 0.088, -0.139, 0.003, -0.056, -0.056, -0.103, -0.014, 0.101, 0.084, 0.112, 0.101, 0.116, 0.074, -0.340, 0.087, -0.152, 0.006, -0.068, -0.078, -0.061, -0.011, 0.124, 0.109, 0.108, 0.109, 0.119, -0.075, -0.276, -0.256, 0.574, -0.102, -0.271, -0.280, 0.081, 0.076, 0.080, 0.121, 0.120, 0.039, 0.081, 0.077, -0.070, -0.241, -0.245, 0.586, -0.070, -0.293, -0.272, 0.052, 0.051, 0.083, 0.111, 0.111, 0.071, 0.048


2.
Here is a molecular structure, C51H78AsCsN6O from the OMol25 dataset. Energies are from ωB97M-V/def2-TZVPD.

Positions of all 138 atoms, in Å:
Cs (0.991, 0.855, -0.547)
N (-2.686, 1.366, 0.830)
C (-3.290, 2.398, 0.156)
C (-4.078, 3.351, 0.754)
C (-4.626, 4.418, 0.001)
C (-4.401, 4.545, -1.338)
C (-3.603, 3.569, -1.990)
C (-3.312, 3.590, -3.376)
C (-2.550, 2.613, -3.931)
C (-2.056, 1.570, -3.101)
N (-2.312, 1.519, -1.822)
C (-3.061, 2.503, -1.258)
H (-3.078, 1.097, 1.716)
H (-2.400, 0.585, 0.256)
H (-4.276, 3.279, 1.817)
H (-5.238, 5.154, 0.512)
H (-4.811, 5.371, -1.907)
H (-3.700, 4.405, -3.980)
H (-2.300, 2.620, -4.986)
H (-1.425, 0.783, -3.516)
N (-3.332, -1.410, -1.115)
C (-4.438, -1.162, -0.298)
C (-5.466, -0.332, -0.754)
C (-6.580, -0.090, 0.043)
C (-6.697, -0.679, 1.296)
C (-5.669, -1.507, 1.745)
C (-4.545, -1.748, 0.967)
H (-3.097, -0.674, -1.763)
H (-2.515, -1.785, -0.655)
H (-5.376, 0.139, -1.730)
H (-7.357, 0.574, -0.321)
H (-7.565, -0.488, 1.916)
H (-5.720, -1.960, 2.730)
H (-3.718, -2.347, 1.353)
C (4.157, -1.997, -1.413)
C (5.082, -0.904, -0.861)
As (4.060, 0.282, 0.345)
C (4.321, -0.696, 2.033)
C (5.753, -1.026, 2.445)
C (5.452, 1.647, 0.553)
C (5.153, 2.566, 1.742)
H (4.689, -2.705, -2.053)
H (3.345, -1.570, -2.008)
H (3.693, -2.577, -0.608)
H (5.447, -0.270, -1.673)
H (5.962, -1.327, -0.372)
H (3.713, -1.600, 1.954)
H (3.834, -0.077, 2.790)
H (6.284, -1.602, 1.684)
H (5.758, -1.621, 3.363)
H (6.335, -0.121, 2.636)
H (5.451, 2.211, -0.382)
H (6.426, 1.164, 0.635)
H (4.112, 2.907, 1.718)
H (5.815, 3.437, 1.754)
H (5.284, 2.040, 2.691)
C (0.995, 0.766, 3.333)
C (1.604, 2.066, 2.782)
C (0.605, 3.207, 3.005)
O (1.964, 1.935, 1.456)
H (0.852, 0.805, 4.420)
H (1.646, -0.084, 3.109)
H (0.015, 0.565, 2.880)
H (2.481, 2.305, 3.431)
H (-0.256, 3.072, 2.338)
H (1.060, 4.179, 2.784)
H (0.238, 3.234, 4.040)
C (-1.440, -4.688, 6.911)
C (-1.844, -3.584, 5.962)
C (-2.672, -2.564, 6.414)
C (-3.012, -1.533, 5.513)
C (-3.843, -0.362, 5.983)
C (-2.563, -1.566, 4.218)
C (-1.739, -2.624, 3.674)
C (-1.379, -3.621, 4.646)
N (-1.414, -2.542, 2.382)
C (-0.486, -3.491, 1.779)
C (0.935, -3.316, 2.336)
C (-0.443, -3.097, 0.302)
C (-0.903, -4.981, 1.841)
H (-1.851, -4.516, 7.909)
H (-0.352, -4.755, 7.001)
H (-1.795, -5.660, 6.562)
H (-3.025, -2.545, 7.442)
H (-4.522, -0.659, 6.786)
H (-4.437, 0.055, 5.166)
H (-3.211, 0.443, 6.371)
H (-2.814, -0.755, 3.539)
H (-0.729, -4.438, 4.367)
H (1.275, -2.294, 2.144)
H (1.637, -4.014, 1.861)
H (0.964, -3.475, 3.417)
H (-0.305, -2.013, 0.289)
H (-1.398, -3.338, -0.177)
H (0.358, -3.592, -0.258)
H (-0.514, -5.502, 2.718)
H (-0.538, -5.517, 0.957)
H (-1.994, -5.051, 1.863)
C (3.155, 5.129, -0.875)
C (2.042, 4.733, 0.102)
C (0.693, 5.030, -0.434)
N (-0.354, 5.266, -0.852)
H (4.113, 4.754, -0.508)
H (3.225, 6.212, -0.989)
H (2.976, 4.697, -1.859)
H (2.145, 5.272, 1.044)
H (2.095, 3.666, 0.374)
C (1.527, -2.490, -7.520)
C (1.028, -2.148, -6.136)
C (0.123, -2.994, -5.503)
C (-0.327, -2.660, -4.215)
C (-1.280, -3.583, -3.487)
C (0.121, -1.502, -3.615)
C (1.036, -0.562, -4.232)
C (1.483, -0.978, -5.534)
N (1.340, 0.517, -3.499)
C (2.020, 1.732, -3.912)
C (0.992, 2.878, -3.809)
C (2.653, 1.830, -5.310)
C (3.150, 1.995, -2.897)
H (1.273, -3.519, -7.786)
H (2.613, -2.380, -7.587)
H (1.087, -1.832, -8.276)
H (-0.224, -3.900, -5.990)
H (-1.724, -4.306, -4.175)
H (-2.093, -3.036, -3.002)
H (-0.764, -4.144, -2.703)
H (-0.241, -1.246, -2.619)
H (2.207, -0.393, -6.082)
H (0.194, 2.697, -4.534)
H (1.447, 3.855, -4.023)
H (0.531, 2.914, -2.813)
H (1.914, 1.672, -6.098)
H (3.463, 1.107, -5.440)
H (3.076, 2.833, -5.440)
H (2.757, 2.027, -1.877)
H (3.661, 2.943, -3.109)
H (3.876, 1.178, -2.947)

Summary:
* calculated total energy: -126528.64593 eV
* highest occupied orbital energy: -1.19 eV
* net charge: -2
* molar mass: 999.053 g/mol
* HOMO-LUMO gap: 4.60 eV

Löwdin population analysis, charges in e, atoms 1 to 99: 1.000, 0.157, -0.257, -0.032, -0.099, -0.070, -0.168, -0.021, -0.057, -0.134, 0.098, -0.172, 0.096, 0.054, 0.106, 0.094, 0.098, 0.111, 0.101, 0.098, 0.122, -0.331, -0.058, -0.117, -0.131, -0.099, -0.037, 0.056, 0.050, 0.107, 0.090, 0.082, 0.098, 0.092, -0.178, -0.453, 1.133, -0.415, -0.171, -0.429, -0.178, 0.060, 0.054, 0.057, 0.048, 0.040, 0.050, 0.048, 0.048, 0.063, 0.052, 0.048, 0.053, 0.039, 0.058, 0.057, -0.071, -0.654, -0.075, -0.734, 0.074, 0.044, 0.071, 0.110, 0.071, 0.052, 0.068, -0.084, -0.323, -0.085, -0.319, -0.078, -0.028, -0.319, -0.026, 0.041, -0.650, -0.054, -0.086, -0.059, 0.057, 0.068, 0.067, 0.084, 0.060, 0.062, 0.070, 0.088, 0.070, 0.059, 0.076, 0.067, 0.040, 0.064, 0.082, 0.053, 0.067, 0.081, -0.086


3.
Here is a molecular structure, C51H78N3O3V from the OMol25 dataset. Energies are from ωB97M-V/def2-TZVPD.

Positions of all 136 atoms, in Å:
V (1.134, -0.133, 0.923)
C (0.044, 5.421, 5.818)
C (-1.136, 5.222, 4.865)
C (-1.540, 6.602, 4.324)
C (-2.310, 4.634, 5.666)
C (-0.789, 4.275, 3.718)
C (0.441, 3.652, 3.575)
C (0.690, 2.754, 2.547)
C (2.094, 2.275, 2.288)
N (2.298, 0.817, 2.386)
C (1.941, 0.295, 3.715)
C (0.511, -0.255, 3.745)
N (0.137, -1.001, 2.536)
C (0.575, -2.402, 2.540)
C (2.082, -2.548, 2.349)
N (2.594, -1.684, 1.267)
C (3.856, -1.011, 1.631)
C (3.677, 0.480, 2.011)
C (2.724, -2.471, 0.032)
C (3.060, -1.730, -1.248)
C (3.501, -2.550, -2.283)
C (3.726, -2.075, -3.560)
C (3.534, -0.704, -3.758)
C (3.120, 0.163, -2.766)
C (2.827, -0.348, -1.455)
O (2.396, 0.445, -0.515)
C (2.926, 1.655, -3.067)
C (1.448, 2.048, -2.879)
C (3.821, 2.493, -2.135)
C (3.315, 2.007, -4.505)
C (4.131, -2.962, -4.736)
C (4.230, -4.435, -4.334)
C (5.497, -2.516, -5.278)
C (3.077, -2.849, -5.849)
C (-1.327, -0.952, 2.380)
C (-1.915, -1.649, 1.171)
C (-3.184, -2.178, 1.349)
C (-3.914, -2.721, 0.305)
C (-3.301, -2.696, -0.946)
C (-2.044, -2.174, -1.201)
C (-1.271, -1.642, -0.108)
O (-0.060, -1.207, -0.255)
C (-1.613, -2.176, -2.685)
C (-0.287, -1.482, -3.009)
C (-2.691, -1.453, -3.512)
C (-1.495, -3.631, -3.171)
C (-5.317, -3.300, 0.464)
C (-5.834, -3.178, 1.899)
C (-6.298, -2.551, -0.452)
C (-5.306, -4.789, 0.082)
C (-0.321, 2.388, 1.610)
O (-0.109, 1.456, 0.742)
C (-1.554, 3.124, 1.679)
C (-1.739, 4.011, 2.725)
C (-2.594, 3.002, 0.559)
C (-3.803, 3.912, 0.794)
C (-3.125, 1.568, 0.419)
C (-1.928, 3.424, -0.763)
H (-0.251, 6.075, 6.642)
H (0.887, 5.883, 5.300)
H (0.374, 4.470, 6.242)
H (-1.787, 7.275, 5.150)
H (-2.410, 6.536, 3.669)
H (-0.721, 7.040, 3.751)
H (-2.575, 5.279, 6.510)
H (-2.042, 3.648, 6.053)
H (-3.190, 4.520, 5.033)
H (1.254, 3.874, 4.260)
H (2.783, 2.795, 2.975)
H (2.356, 2.548, 1.261)
H (2.016, 1.086, 4.472)
H (2.659, -0.473, 4.001)
H (-0.163, 0.596, 3.818)
H (0.375, -0.872, 4.651)
H (0.061, -2.899, 1.717)
H (0.281, -2.910, 3.473)
H (2.304, -3.601, 2.138)
H (2.589, -2.315, 3.284)
H (4.526, -1.048, 0.771)
H (4.353, -1.554, 2.443)
H (3.913, 1.077, 1.135)
H (4.389, 0.749, 2.807)
H (1.760, -2.967, -0.117)
H (3.492, -3.253, 0.180)
H (3.638, -3.604, -2.061)
H (3.718, -0.306, -4.748)
H (1.108, 1.800, -1.877)
H (0.827, 1.509, -3.599)
H (1.319, 3.122, -3.045)
H (3.527, 2.331, -1.102)
H (3.724, 3.558, -2.369)
H (4.869, 2.205, -2.258)
H (2.683, 1.485, -5.227)
H (4.361, 1.766, -4.709)
H (3.180, 3.080, -4.657)
H (4.991, -4.582, -3.565)
H (4.503, -5.039, -5.202)
H (3.272, -4.796, -3.954)
H (6.253, -2.586, -4.493)
H (5.462, -1.480, -5.619)
H (5.810, -3.143, -6.118)
H (2.101, -3.160, -5.469)
H (3.340, -3.486, -6.699)
H (2.987, -1.823, -6.207)
H (-1.599, 0.106, 2.345)
H (-1.794, -1.384, 3.280)
H (-3.605, -2.146, 2.348)
H (-3.857, -3.103, -1.785)
H (-0.265, -0.462, -2.634)
H (-0.150, -1.461, -4.096)
H (0.558, -2.009, -2.574)
H (-2.792, -0.422, -3.164)
H (-3.667, -1.936, -3.432)
H (-2.406, -1.437, -4.568)
H (-0.727, -4.153, -2.596)
H (-1.209, -3.654, -4.227)
H (-2.435, -4.176, -3.059)
H (-5.887, -2.131, 2.205)
H (-5.192, -3.715, 2.599)
H (-6.838, -3.604, 1.964)
H (-6.312, -1.489, -0.199)
H (-7.310, -2.952, -0.335)
H (-6.012, -2.643, -1.500)
H (-4.607, -5.334, 0.719)
H (-4.991, -4.921, -0.954)
H (-6.302, -5.227, 0.198)
H (-2.680, 4.545, 2.779)
H (-4.318, 3.656, 1.723)
H (-4.510, 3.779, -0.028)
H (-3.519, 4.967, 0.825)
H (-3.590, 1.236, 1.352)
H (-2.319, 0.890, 0.162)
H (-3.882, 1.521, -0.370)
H (-1.568, 4.454, -0.697)
H (-2.643, 3.356, -1.588)
H (-1.084, 2.769, -0.977)

Summary:
* calculated total energy: -90458.62939 eV
* highest occupied orbital energy (alpha / beta): -1.88 / -1.32 eV
* net charge: -1
* ⟨S²⟩: 0.76
* multiplicity: 2
* molar mass: 832.147 g/mol
* HOMO-LUMO gap (alpha / beta): 4.02 / 3.46 eV

Löwdin population analysis, charges in e, atoms 1 to 99: 0.745, -0.079, -0.565, -0.056, -0.055, -0.191, -0.013, -0.141, -0.117, -0.235, -0.125, -0.132, -0.232, -0.137, -0.143, -0.211, -0.121, -0.156, -0.137, -0.134, -0.015, -0.190, 0.000, -0.076, -0.280, -0.184, -0.524, -0.036, -0.043, -0.083, -0.561, -0.077, -0.055, -0.050, -0.118, -0.144, -0.011, -0.189, -0.016, -0.066, -0.283, -0.145, -0.521, -0.051, -0.054, -0.052, -0.563, -0.077, -0.053, -0.055, -0.307, -0.140, -0.077, 0.001, -0.527, -0.081, -0.037, -0.037, 0.078, 0.083, 0.080, 0.077, 0.073, 0.087, 0.077, 0.086, 0.075, 0.098, 0.126, 0.130, 0.129, 0.104, 0.118, 0.129, 0.121, 0.131, 0.125, 0.102, 0.127, 0.115, 0.106, 0.125, 0.129, 0.125, 0.103, 0.087, 0.067, 0.082, 0.083, 0.060, 0.078, 0.085, 0.081, 0.081, 0.079, 0.081, 0.078, 0.084, 0.085


What is the formula in the first record?
C51H77N5O31S5